1.
A 11-piece molecular cluster, C45H69F5N2O29 overall in a non-equilibrium geometry, computed with the ωB97M-V functional and the def2-TZVPD basis.

```
! wB97M-V def2-TZVPD RIJCOSX def2/J DEFGRID3
* xyz 0 1
C -22.7786 23.0798 -29.0113
C -21.8216 21.8532 -29.2622
C -20.5728 22.4981 -30.0106
C -19.3390 21.5595 -30.3802
C -18.8461 21.0846 -28.9462
C -20.0726 20.4462 -28.0620
N -21.2547 21.3395 -27.9364
O -22.2857 20.8617 -27.0733
C -20.4864 19.0159 -28.5711
C -19.4168 20.4015 -26.6454
C -22.4552 20.8137 -30.1840
H -22.4592 23.8550 -28.3148
H -23.7492 22.7739 -28.6209
H -23.0447 23.5824 -29.9412
H -20.8607 22.9117 -30.9771
H -20.1884 23.2782 -29.3535
H -18.5693 22.0882 -30.9426
H -19.8111 20.7200 -30.8905
H -18.3640 21.8984 -28.4046
H -18.0903 20.3481 -29.2189
H -19.9235 18.8225 -29.4843
H -20.0826 18.3016 -27.8536
H -21.5563 18.8723 -28.7218
H -19.9622 19.6281 -26.1046
H -18.4213 19.9576 -26.6527
H -19.4560 21.3227 -26.0640
H -22.9896 21.3766 -30.9493
H -23.1876 20.2044 -29.6544
H -21.7470 20.1230 -30.6416
H -22.2469 21.4613 -26.3247
C -19.1855 9.0398 -41.6106
C -19.8259 9.7425 -42.8874
C -18.9821 9.7896 -44.1208
C -19.7511 10.0642 -45.3140
C -20.9463 9.0857 -45.4943
C -21.8329 8.9810 -44.3696
N -21.0599 8.9184 -43.0842
O -21.8249 8.8290 -41.9054
C -22.7622 10.2346 -44.4092
C -22.7099 7.7056 -44.4887
C -20.2495 11.1490 -42.4130
H -19.0071 7.9652 -41.5729
H -19.6589 9.2843 -40.6597
H -18.1388 9.3371 -41.5468
H -18.1724 10.5066 -43.9854
H -18.5309 8.8168 -44.3163
H -19.1237 9.9410 -46.1968
H -20.1150 11.0891 -45.2413
H -20.5809 8.1053 -45.7996
H -21.4836 9.3907 -46.3923
H -22.1154 11.0952 -44.5798
H -23.4900 10.2146 -45.2204
H -23.3313 10.4717 -43.5104
H -23.0298 7.4077 -45.4871
H -22.1068 6.8517 -44.1801
H -23.5858 7.7219 -43.8402
H -21.3182 11.3499 -42.4876
H -19.5946 11.7542 -43.0400
H -20.0137 11.2959 -41.3590
H -21.6180 7.9113 -41.7145
C -19.8652 4.3308 -28.2050
C -21.1531 5.2134 -27.9808
O -22.0036 4.7495 -28.9597
C -21.5659 3.6212 -29.4878
O -22.1044 2.9991 -30.4482
O -20.4140 3.3093 -28.9652
H -19.4419 3.9774 -27.2647
H -19.1127 4.7827 -28.8513
H -20.9072 6.2642 -28.1338
H -21.6868 5.2666 -27.0320
C -17.1406 10.0417 -23.3020
C -18.6415 10.0467 -23.0898
O -18.9873 8.7092 -22.7564
C -17.8764 8.0658 -22.5121
O -17.8451 6.8819 -22.2566
O -16.8340 8.7506 -22.8548
H -16.6846 10.7303 -22.5907
H -16.9512 10.2192 -24.3607
H -19.1614 10.3807 -23.9877
H -18.8412 10.6014 -22.1730
C -15.3156 18.6871 -37.2122
C -14.1282 18.4583 -38.0879
O -14.0221 17.0071 -38.1437
C -15.0078 16.4654 -37.3468
O -15.3555 15.2751 -37.2668
O -15.5661 17.4386 -36.6113
H -16.2196 19.0388 -37.7092
H -14.9696 19.4682 -36.5352
H -13.1682 18.8657 -37.7710
H -14.2726 18.8792 -39.0829
C -15.4201 7.5025 -34.7985
C -13.9345 8.0566 -34.8894
O -13.4390 7.8117 -33.5462
C -14.3255 6.9836 -32.9639
O -14.0374 6.5579 -31.8751
O -15.4219 6.7385 -33.6297
H -15.7998 6.9307 -35.6453
H -16.1704 8.2883 -34.7117
H -13.8708 9.1166 -35.1350
H -13.2525 7.5513 -35.5733
C -23.7609 19.5991 -41.0439
C -22.8137 18.6344 -40.4232
O -23.5091 18.2272 -39.3064
C -24.4269 19.1779 -38.9548
O -25.0359 19.2056 -37.9130
O -24.4084 20.1590 -39.8695
F -21.6471 19.1793 -40.1499
H -24.5595 19.2099 -41.6754
H -23.2066 20.3764 -41.5699
H -22.5791 17.8307 -41.1211
C -33.3794 14.1640 -34.7284
C -33.8364 15.5592 -34.3747
O -32.6496 16.1316 -33.8699
C -31.7235 15.2201 -33.6793
O -30.6526 15.5203 -33.1491
O -32.1733 14.0259 -34.0581
F -34.6752 15.3872 -33.3391
H -33.1924 14.0095 -35.7911
H -34.1061 13.4319 -34.3763
H -34.2592 16.0732 -35.2379
C -22.9152 13.6208 -32.8438
C -21.7141 13.4870 -33.8077
O -20.9764 12.4413 -33.1419
C -21.1610 12.6802 -31.8187
O -20.4316 12.2253 -30.9223
O -22.2624 13.3614 -31.6011
F -21.0225 14.6392 -33.7515
H -23.6674 12.8481 -33.0029
H -23.4328 14.5799 -32.8249
H -22.0496 13.3301 -34.8328
C -13.2359 15.8989 -30.7538
C -14.4621 15.0273 -30.2540
O -14.2540 14.8485 -28.8759
C -13.3651 15.8059 -28.4836
O -12.9775 16.0067 -27.2882
O -12.7786 16.3450 -29.4898
F -14.2230 13.8987 -30.8516
H -13.4894 16.7972 -31.3168
H -12.3546 15.4398 -31.2019
H -15.4658 15.3469 -30.5343
C -28.6483 5.6228 -32.3332
C -28.6558 6.9389 -31.6081
O -27.4291 7.5769 -31.8473
C -26.9342 7.0652 -33.0144
O -26.1058 7.6512 -33.7126
O -27.5977 5.8301 -33.2544
F -28.8937 6.6057 -30.3246
H -29.5960 5.3251 -32.7820
H -28.3484 4.8370 -31.6399
H -29.5296 7.4779 -31.9743
*
```

Values from the calculation:
highest occupied orbital energy = -8.11 eV
LUMO energy = 0.000 Eh
strongest force on any atom = 6.92 eV/Å
gap between HOMO and LUMO = 8.1 eV
structure (SMILES) = CC1(C)CCCC(C)(C)N1O.CC1(C)CCCC(C)(C)N1O.O=C1OC[C@@H](F)O1.O=C1OC[C@@H](F)O1.O=C1OC[C@@H](F)O1.O=C1OC[C@@H](F)O1.O=C1OC[C@@H](F)O1.O=C1OCCO1.O=C1OCCO1.O=C1OCCO1.O=C1OCCO1
energy = -123720.6828 eV

Results of the Mulliken charge analysis, in e, for atoms 1 through 5: -1.8608, 1.5259, -1.2752, -0.5691, -1.2942

---

2.
A 2-piece molecular cluster, C4H14N2S2 overall, computed with the ωB97M-V functional and the def2-TZVPD basis.

```
! wB97M-V def2-TZVPD RIJCOSX def2/J DEFGRID3
* xyz 0 1
C 1.8313 -2.0682 0.5609
C 1.8085 -0.6197 0.1177
S 3.2925 -0.1642 -0.8522
N 0.5782 -2.3539 1.2702
H 1.9734 -2.7028 -0.3199
H 2.6701 -2.2372 1.2347
H 0.9340 -0.4534 -0.4983
H 1.7389 0.0430 0.9792
H 2.6575 0.6230 -1.7290
H -0.1494 -2.5760 0.6034
H 0.6862 -3.1412 1.8939
C -1.1311 1.4236 0.2156
C -2.0327 1.2361 -0.9919
S -1.2696 0.1427 -2.2320
N -1.7879 2.3359 1.1426
H -0.9703 0.4570 0.6980
H -0.1358 1.7692 -0.1221
H -2.9706 0.7920 -0.6564
H -2.2536 2.2032 -1.4359
H -2.4224 -0.3018 -2.7448
H -1.3474 2.3022 2.0537
H -1.6999 3.2904 0.8126
*
```

Values from the calculation:
highest occupied orbital energy = -8.96 eV
LUMO energy = 0.027 Eh
strongest force on any atom = 0.41 eV/Å
gap between HOMO and LUMO = 9.7 eV
structure (SMILES) = NCCS.NCCS
energy = -29025.4173 eV

Results of the Mulliken charge analysis, in e, for atoms 1 through 5: -0.6110, 0.1238, -0.2526, -0.5442, 0.2897

---

Please write out number 2 again, unchanged.
A 2-piece molecular cluster, C4H14N2S2 overall, computed with the ωB97M-V functional and the def2-TZVPD basis.

```
! wB97M-V def2-TZVPD RIJCOSX def2/J DEFGRID3
* xyz 0 1
C 1.8313 -2.0682 0.5609
C 1.8085 -0.6197 0.1177
S 3.2925 -0.1642 -0.8522
N 0.5782 -2.3539 1.2702
H 1.9734 -2.7028 -0.3199
H 2.6701 -2.2372 1.2347
H 0.9340 -0.4534 -0.4983
H 1.7389 0.0430 0.9792
H 2.6575 0.6230 -1.7290
H -0.1494 -2.5760 0.6034
H 0.6862 -3.1412 1.8939
C -1.1311 1.4236 0.2156
C -2.0327 1.2361 -0.9919
S -1.2696 0.1427 -2.2320
N -1.7879 2.3359 1.1426
H -0.9703 0.4570 0.6980
H -0.1358 1.7692 -0.1221
H -2.9706 0.7920 -0.6564
H -2.2536 2.2032 -1.4359
H -2.4224 -0.3018 -2.7448
H -1.3474 2.3022 2.0537
H -1.6999 3.2904 0.8126
*
```

Values from the calculation:
highest occupied orbital energy = -8.96 eV
LUMO energy = 0.027 Eh
strongest force on any atom = 0.41 eV/Å
gap between HOMO and LUMO = 9.7 eV
structure (SMILES) = NCCS.NCCS
energy = -29025.4173 eV

Results of the Mulliken charge analysis, in e, for atoms 1 through 5: -0.6110, 0.1238, -0.2526, -0.5442, 0.2897